1.
23
Properties=species:S:1:pos:R:3:forces:R:3:mulliken_charge:R:1 method="wB97M-V/def2-TZVPD" charge=+1
C -1.757 -0.289 -1.158 -1.92 2.45 0.81 -0.3596
C -1.635 -0.748 0.277 -0.95 -0.46 1.24 -0.7366
C -0.854 0.165 1.358 -1.65 0.46 -0.43 -0.4954
N 0.955 -1.390 -0.440 1.42 1.67 2.27 -0.1456
C 1.577 -0.472 0.489 1.45 -0.95 -2.57 0.4903
C 0.598 0.605 0.912 -3.00 0.72 0.62 -0.8539
C 2.931 0.157 0.004 1.41 0.57 1.96 -1.3405
N -2.108 1.211 -1.190 1.71 -1.25 -0.87 -0.5157
H -2.578 -0.860 -1.745 2.05 0.32 0.63 0.3047
H -0.705 -0.333 -1.516 -0.16 -0.26 -0.90 0.2305
H -2.668 -0.869 0.677 0.60 0.18 -0.04 0.4299
H -1.230 -1.785 0.242 -0.27 0.81 0.33 0.3188
H -0.924 -0.453 2.260 0.75 0.12 0.04 0.3402
H -1.548 1.084 1.682 1.84 -1.67 -1.24 0.3333
H 1.571 -1.555 -1.259 0.21 -0.09 0.29 0.3274
H 1.979 -0.988 1.379 -0.73 -0.98 0.45 0.3378
H 1.048 1.384 1.594 -0.17 -1.26 -0.62 0.4034
H 3.474 0.874 0.834 -1.71 -1.85 -2.08 0.3460
H 3.699 -0.578 -0.320 -0.68 0.28 0.28 0.3912
H 2.606 0.726 -0.829 0.31 1.00 -0.88 0.4384
H 0.415 1.044 -0.070 0.00 0.73 0.21 0.3276
H -3.062 1.531 -1.081 -0.13 -0.72 0.19 0.2212
H -1.785 1.539 -2.100 -0.36 0.17 0.30 0.2067

---

2.
23
Properties=species:S:1:pos:R:3:forces:R:3:mulliken_charge:R:1 method="wB97M-V/def2-TZVPD" charge=+1
C 1.894 0.695 0.291 -1.60 -1.95 -0.93 -0.9820
C 0.118 1.742 0.761 -0.68 -0.70 -0.58 -1.1368
C 0.424 0.686 -0.283 -1.37 -2.73 2.93 0.8161
C -2.143 -0.894 -0.197 -0.91 -0.24 1.63 -1.5624
C -0.149 -2.246 -0.629 0.60 1.98 0.26 -1.0913
C -0.707 -1.084 0.197 1.85 1.40 1.35 0.4784
N 0.170 1.031 -1.572 -1.66 -0.19 -2.72 -0.5989
N 1.360 1.441 1.461 2.97 0.95 3.10 -0.1261
H 2.344 -0.305 0.475 -0.14 0.90 0.26 0.2954
H 2.523 1.344 -0.207 1.47 1.05 -1.49 0.4235
H 0.120 2.729 0.357 0.33 0.86 -0.24 0.4224
H -0.723 1.612 1.359 -1.54 -0.20 1.03 0.3126
H -2.269 -0.460 -1.165 0.14 0.00 -1.06 0.4116
H -2.744 -0.234 0.456 0.30 -0.45 0.03 0.3471
H -2.597 -1.937 -0.208 0.24 1.40 0.01 0.3998
H -0.918 -2.338 -1.414 0.78 -1.17 0.22 0.4028
H 0.116 -3.090 0.055 -0.33 0.39 -1.25 0.2628
H 0.727 -1.749 -1.096 0.08 -1.26 -0.07 0.2315
H -0.522 -1.256 1.319 -0.45 0.57 -1.55 0.3060
H -0.856 0.940 -1.814 1.25 0.62 0.70 0.3055
H 0.532 0.318 -2.185 0.66 -0.09 -0.48 0.3362
H 1.413 0.718 2.217 -1.08 1.24 -0.22 0.3762
H 1.886 2.337 1.823 -0.91 -2.38 -0.94 0.3697

---

For the records above, the corresponding relative energy (zero: lowest compared OMol25 entry of this formula, charge and spin) values read 7.390 4.516 eV.
For the records above, the corresponding orbital gap values read 3.91 8.61 eV.
For the records above, the corresponding E values read -346.6410 -346.7466 Ha.